[1]
Density functional theory data (the ωB97M-V functional and the def2-TZVPD basis) for a cluster of 8 separate species, C34H89N7O8 in total.

```
138
Properties=species:S:1:pos:R:3:forces:R:3
C 5.696 1.451 5.123 -0.86 -0.75 0.16
C 5.495 1.288 3.546 0.03 2.01 3.19
C 6.864 1.464 2.945 0.23 -2.91 -2.66
C 6.743 0.962 1.440 0.23 2.19 1.60
C 6.108 -0.366 1.343 -0.07 -2.38 0.02
C 4.701 -0.697 1.954 2.29 0.85 -1.93
N 4.751 -0.021 3.237 -1.12 1.53 -0.69
O 3.606 -0.273 3.968 1.50 1.00 -0.01
C 3.673 -0.046 0.937 -1.58 0.22 2.18
C 4.576 -2.249 2.108 -1.54 1.53 -0.19
C 4.638 2.548 3.205 -1.08 -1.28 -0.34
H 6.173 0.668 5.712 0.44 -0.55 -0.77
H 4.747 1.529 5.653 -0.21 0.47 -0.27
H 6.299 2.336 5.325 -0.21 0.09 -0.35
H 7.396 2.415 2.917 -1.01 0.39 0.58
H 7.524 0.779 3.477 0.28 -0.11 -0.10
H 7.756 1.061 1.051 -0.15 -0.68 -0.44
H 6.140 1.680 0.885 0.02 0.26 -0.05
H 6.680 -1.111 1.896 0.91 -0.05 -0.62
H 5.987 -0.628 0.292 0.46 -0.42 0.09
H 3.867 -0.058 -0.136 0.64 -0.27 0.32
H 2.683 -0.468 1.107 -0.06 -0.50 -0.15
H 3.470 0.965 1.289 0.38 0.31 -0.44
H 5.410 -2.728 2.620 -0.07 0.05 -0.29
H 3.620 -2.424 2.601 0.09 -0.27 0.43
H 4.336 -2.609 1.107 0.73 -0.29 -0.07
H 5.070 3.439 3.662 0.11 -0.27 -0.09
H 3.656 2.350 3.634 -0.19 0.43 0.01
H 4.511 2.669 2.129 0.20 0.17 0.05
H 3.900 -1.046 4.454 -0.53 -0.78 0.72
C -0.270 -0.779 -0.089 0.76 0.70 1.29
O -1.590 -0.903 -0.413 -1.85 -1.22 -1.24
H -0.414 -0.330 0.894 1.72 0.78 0.37
H 0.252 -1.719 0.093 -0.37 -0.36 -0.41
H 0.248 -0.216 -0.866 0.53 0.23 0.37
H -1.950 -0.019 -0.525 -0.45 0.30 0.13
C -1.546 0.374 -3.803 0.70 1.87 -1.77
C -2.967 0.280 -3.368 -2.51 -2.07 -0.13
C -4.166 0.584 -4.392 1.82 -1.04 1.01
O -5.438 0.084 -3.865 1.98 2.41 -0.98
C -6.446 0.765 -4.597 -0.86 -0.48 -0.08
N -3.059 -1.115 -2.902 -0.27 -0.19 0.69
H -1.215 -0.549 -4.280 -0.11 -0.12 0.10
H -0.811 0.627 -3.039 -0.22 0.01 0.28
H -1.442 1.101 -4.608 0.34 0.55 -0.05
H -3.299 0.820 -2.482 0.73 0.57 -0.05
H -3.934 0.174 -5.375 -0.20 -0.62 -0.16
H -4.091 1.655 -4.578 -0.81 0.42 0.36
H -6.297 1.793 -4.927 0.97 0.23 0.25
H -7.331 0.870 -3.971 -0.19 -0.67 -0.09
H -6.615 0.202 -5.515 -0.55 -0.09 -0.04
H -2.451 -1.057 -2.097 -0.48 -0.60 0.66
H -2.442 -1.691 -3.457 -0.40 -0.31 -0.81
C 0.073 -1.221 4.019 0.34 1.32 -0.19
C -0.706 -0.230 4.926 -0.60 -0.52 -1.63
C 0.212 0.977 5.377 -1.57 -3.02 -0.82
O -0.400 1.555 6.438 -1.20 -0.31 1.13
C 0.407 2.545 6.921 -0.84 1.84 1.51
N -1.966 0.320 4.293 2.01 0.64 0.14
H -0.540 -1.781 3.313 -0.21 -0.35 0.56
H 0.727 -1.814 4.658 -0.30 -0.52 -0.08
H 0.762 -0.691 3.361 0.10 0.41 -0.16
H -1.082 -0.878 5.718 0.67 0.50 0.92
H 0.295 1.742 4.605 0.55 -0.34 -0.68
H 1.133 0.532 5.755 0.71 0.09 -0.59
H 1.406 2.218 7.210 0.23 -0.06 -0.26
H -0.101 2.915 7.812 0.26 0.07 0.24
H 0.379 3.392 6.236 0.70 0.18 -0.27
H -2.739 -0.329 4.255 0.14 -0.22 0.26
H -2.161 1.039 4.974 -0.94 0.31 -0.16
C -6.992 1.821 -0.756 0.09 1.10 -0.49
C -5.528 1.452 -0.934 0.46 0.97 -0.20
C -4.520 2.231 -0.056 -1.00 -0.63 0.57
O -3.181 1.663 -0.163 0.38 2.08 -0.98
C -2.244 2.597 0.494 -0.73 -2.24 -0.17
N -5.412 0.092 -0.548 0.35 -0.89 1.07
H -7.107 2.905 -0.772 -0.28 0.12 -0.27
H -7.467 1.487 0.167 0.43 -0.19 0.25
H -7.562 1.362 -1.564 0.00 0.15 -0.03
H -5.228 1.517 -1.979 -0.16 0.40 -0.14
H -4.789 2.024 0.980 -0.39 0.07 0.38
H -4.663 3.308 -0.147 0.95 0.29 -0.56
H -2.331 2.232 1.518 -0.22 1.47 0.68
H -2.475 3.604 0.150 0.07 0.03 0.85
H -1.203 2.345 0.292 -0.02 -0.13 -0.86
H -5.912 0.179 0.325 -0.49 -1.16 0.56
H -4.473 0.111 -0.176 0.59 -1.48 -0.31
C -1.597 -4.413 0.152 1.50 -0.98 0.18
C -2.659 -4.189 -0.920 1.58 -0.44 -0.48
C -3.348 -5.446 -1.345 -0.32 0.12 -0.36
O -4.365 -5.137 -2.293 0.07 -1.47 0.02
C -4.790 -6.395 -2.812 -0.06 -0.62 0.37
N -3.507 -3.151 -0.447 -0.75 0.29 0.15
H -1.802 -5.284 0.775 -0.36 0.12 0.39
H -1.412 -3.532 0.766 -0.62 0.07 0.18
H -0.574 -4.609 -0.170 0.11 -0.31 -0.76
H -2.142 -3.987 -1.859 -0.01 1.21 -0.07
H -3.731 -6.051 -0.523 -0.35 -0.01 0.28
H -2.594 -6.040 -1.862 0.26 -0.42 0.07
H -5.740 -6.360 -3.345 0.20 0.44 0.06
H -4.855 -7.153 -2.031 -0.77 0.22 0.75
H -4.054 -6.955 -3.390 0.51 0.78 -0.92
H -2.867 -2.390 -0.270 -0.32 0.57 -0.24
H -3.680 -3.477 0.493 -0.84 0.14 0.50
C 0.775 -3.412 -3.254 0.28 1.15 1.49
C 2.328 -3.152 -3.248 -2.77 1.17 -1.70
C 2.855 -1.919 -2.406 -1.11 -1.65 -1.69
O 2.239 -0.695 -2.634 -1.17 -0.29 1.57
C 2.191 -0.203 -3.953 -0.34 -0.26 1.18
N 2.948 -4.339 -2.815 1.10 -0.65 0.78
H 0.204 -2.567 -3.639 0.20 0.22 -0.12
H 0.453 -3.513 -2.218 -0.25 -0.29 0.14
H 0.428 -4.277 -3.820 0.57 -0.17 -0.01
H 2.397 -2.985 -4.323 1.20 0.43 -0.35
H 3.900 -1.761 -2.674 0.61 -0.58 0.51
H 2.619 -2.294 -1.410 0.56 0.66 0.49
H 1.559 -0.834 -4.578 0.36 -0.08 -0.35
H 3.240 -0.133 -4.241 -0.19 0.50 -0.95
H 1.633 0.713 -3.760 0.55 0.46 -0.86
H 3.947 -4.237 -2.920 0.26 -0.40 -0.02
H 2.640 -5.122 -3.374 0.10 -0.12 0.04
C 1.795 2.613 -1.044 -1.85 -0.04 -2.12
C 1.947 4.150 -1.359 -0.68 -3.03 1.25
C 0.634 4.989 -1.500 0.84 -2.31 -1.77
O -0.117 4.460 -2.690 5.07 -0.22 0.82
C -1.423 4.695 -2.609 -2.54 1.40 1.48
N 2.645 4.535 -0.153 0.85 2.29 0.38
H 1.344 2.417 -0.071 0.29 0.12 0.19
H 2.702 2.041 -1.240 0.40 0.34 0.51
H 1.119 2.146 -1.760 -0.34 -0.08 -0.20
H 2.551 4.150 -2.266 0.04 0.80 -0.01
H 1.009 6.007 -1.611 -0.69 0.33 -0.33
H 0.051 4.872 -0.587 -0.31 0.02 -0.04
H -2.050 4.406 -3.453 0.60 -0.22 -0.26
H -1.513 5.768 -2.445 -0.95 0.36 -0.06
H -1.781 4.190 -1.712 -0.78 -0.06 0.08
H 2.015 5.047 0.448 0.20 0.16 0.24
H 3.020 3.762 0.379 -0.17 0.05 -0.24
```
Positions in Å, forces in eV/Å.

Calculated values
Orbital gap (alpha / beta) = 0.250 / 0.096 Ha
Multiplicity = 2
⟨S²⟩ = 0.755
Charge = +1

=====

[2]
Density functional theory data (the ωB97M-V functional and the def2-TZVPD basis) for a cluster of 2 separate species, C4H14NOS2 in total.

```
22
Properties=species:S:1:pos:R:3:forces:R:3
N 0.831 1.207 -1.946 -0.66 -1.35 -0.93
C 1.660 0.661 -0.837 0.43 -0.35 0.02
C 1.474 -0.824 -0.569 -0.82 -0.22 0.84
S -0.096 -1.656 -1.032 0.57 -0.28 -0.21
S -1.579 -0.633 -0.182 -0.64 0.46 0.23
C -1.713 -1.147 1.574 0.70 -0.14 -0.57
C -1.442 -2.607 1.838 -0.26 -0.84 -0.12
H 1.271 2.048 -2.418 -0.28 0.34 0.30
H 0.781 0.503 -2.736 0.57 0.22 0.24
H -0.184 1.259 -1.734 0.22 0.86 0.44
H 1.521 1.226 0.081 -0.29 0.19 -0.25
H 2.684 0.826 -1.176 0.15 0.07 0.06
H 1.634 -1.026 0.498 -0.03 0.17 -0.17
H 2.163 -1.465 -1.084 0.63 -0.04 -0.54
H -1.024 -0.527 2.152 -0.31 0.08 0.06
H -2.753 -0.919 1.783 -0.02 0.24 0.29
H -2.208 -3.256 1.395 -0.07 0.27 0.15
H -1.456 -2.756 2.919 0.09 -0.18 -0.04
H -0.511 -3.012 1.420 0.02 0.54 0.25
H 0.274 3.736 0.406 0.00 0.15 0.03
H -0.865 4.618 -0.142 0.16 -0.19 0.01
O -0.464 3.741 -0.211 -0.15 -0.01 -0.05
```
Positions in Å, forces in eV/Å.

Calculated values
Orbital gap (alpha / beta) = 0.140 / 0.349 Ha
Multiplicity = 2
⟨S²⟩ = 0.751
Energy above the lowest of the compared OMol25 structures with the same formula, charge and spin = 13.0 kcal/mol
Charge = 0

=====

[3]
Density functional theory data (the ωB97M-V functional and the def2-TZVPD basis) for a structure of composition C27H46BrNOP2PtS.

```
80
Properties=species:S:1:pos:R:3:forces:R:3
N -6.065 4.155 -5.818 0.26 -0.21 0.07
C -5.826 4.527 -4.560 0.43 -0.41 -0.04
C -4.830 3.931 -3.777 -0.29 -0.19 -0.19
C -4.028 2.873 -4.302 -0.03 0.01 -0.22
C -4.263 2.533 -5.658 -0.32 0.28 0.06
C -5.303 3.196 -6.348 0.62 -0.49 0.31
C -3.055 2.281 -3.361 -1.75 1.01 0.29
Pt 0.316 0.217 -2.174 -0.03 -2.04 -0.22
P 2.449 -0.376 -2.081 2.89 -1.07 0.31
C -1.872 1.607 -3.378 0.63 -0.27 0.27
C -1.003 1.784 -2.192 -1.00 1.95 -0.65
C 0.348 2.356 -2.482 0.34 1.16 0.02
C 0.938 3.333 -1.613 -0.43 -1.11 -1.14
C 0.293 3.664 -0.431 -0.06 -1.35 -0.73
C -0.889 2.986 -0.030 -0.85 -0.58 -0.22
C -1.551 2.129 -0.874 0.07 0.73 -0.18
Br 0.968 4.928 0.637 0.67 1.24 1.03
H -3.339 2.598 -2.357 0.17 0.23 -0.09
H -1.500 1.045 -4.237 0.13 0.66 0.00
H -4.721 4.299 -2.760 0.16 -0.25 -0.07
H -3.697 1.755 -6.173 -0.16 0.22 0.22
H -6.476 5.309 -4.168 0.28 -0.16 0.03
H -5.533 2.910 -7.375 0.11 0.11 0.26
H 0.685 2.444 -3.519 -0.16 -0.21 0.19
H -2.561 1.779 -0.650 0.53 -0.19 0.35
H 1.861 3.827 -1.950 -0.57 -0.08 0.33
H -1.281 3.221 0.956 -0.10 -0.10 -0.25
P -0.567 -1.934 -2.021 -0.26 -1.31 0.98
C 3.550 1.062 -1.710 -0.60 0.31 0.26
C 5.076 0.927 -1.742 0.19 0.30 0.03
H 3.228 1.403 -0.711 0.07 -0.09 -0.16
H 3.226 1.871 -2.381 0.17 -0.25 0.00
H 5.477 1.903 -1.432 0.02 -0.31 -0.05
H 5.465 0.166 -1.051 -0.18 0.38 -0.31
H 5.466 0.733 -2.749 -0.19 0.07 0.26
C 3.355 -1.229 -3.472 -0.45 0.10 -0.43
C 4.678 -1.949 -3.128 0.10 -0.04 0.11
H 3.528 -0.443 -4.231 -0.09 -0.30 0.25
H 2.656 -1.953 -3.932 0.25 0.34 0.19
H 5.132 -2.379 -4.036 -0.38 0.15 0.22
H 5.438 -1.285 -2.699 -0.39 -0.33 -0.12
H 4.506 -2.778 -2.430 0.05 0.17 -0.16
C 2.627 -1.511 -0.629 -0.38 0.31 -0.16
C 3.895 -1.461 0.197 0.34 -0.21 0.24
H 2.438 -2.533 -0.989 0.04 0.26 -0.01
H 1.777 -1.224 0.003 0.25 -0.16 -0.02
H 3.838 -2.210 0.994 -0.05 0.14 -0.09
H 4.786 -1.702 -0.388 -0.14 0.15 0.17
H 4.003 -0.486 0.680 0.17 -0.11 -0.11
C -0.432 -2.556 -0.267 0.47 0.51 -0.33
C -1.209 -3.800 0.171 -0.03 0.07 0.03
H -0.677 -1.681 0.360 0.09 -0.36 -0.02
H 0.640 -2.762 -0.143 -0.53 0.05 0.09
H -2.294 -3.632 0.245 0.38 -0.11 -0.17
H -0.987 -4.675 -0.460 -0.22 0.29 0.21
H -0.845 -4.027 1.183 -0.23 -0.11 -0.23
C 0.093 -3.394 -2.965 0.11 0.33 0.24
C 0.182 -3.299 -4.488 -0.01 -0.10 -0.15
H -0.550 -4.239 -2.673 0.21 0.26 0.00
H 1.090 -3.601 -2.543 -0.26 0.11 -0.03
H -0.778 -3.554 -4.957 0.28 0.20 0.07
H 0.495 -2.302 -4.824 -0.08 -0.19 0.01
H 0.928 -4.025 -4.844 -0.30 0.24 0.00
C -2.380 -1.987 -2.265 0.02 0.02 -0.61
C -3.158 -1.238 -1.176 -0.24 0.23 0.22
H -2.652 -3.057 -2.307 0.11 0.40 0.01
H -2.591 -1.561 -3.257 -0.03 -0.23 0.17
H -3.758 -0.435 -1.624 0.04 -0.21 0.12
H -3.848 -1.914 -0.649 0.26 0.30 -0.18
H -2.513 -0.770 -0.418 -0.16 -0.18 -0.12
C -2.387 1.245 4.076 0.05 0.12 -0.12
S -1.046 0.725 2.986 -0.02 0.26 0.22
C -0.216 -0.451 4.081 0.21 -0.21 -0.04
O -1.673 -0.021 1.848 0.13 -0.15 -0.15
H -1.979 1.335 5.088 -0.29 0.08 -0.19
H -3.225 0.539 4.018 0.33 0.06 0.08
H -2.701 2.228 3.704 -0.05 -0.25 0.21
H -0.323 -0.139 5.132 0.10 -0.17 -0.48
H -0.639 -1.451 3.912 -0.03 0.30 0.14
H 0.848 -0.455 3.796 -0.40 -0.03 0.17
```
Positions in Å, forces in eV/Å.

Calculated values
Orbital gap (alpha / beta) = 0.263 / 0.158 Ha
Multiplicity = 3
⟨S²⟩ = 2.032
Energy above the lowest of the compared OMol25 structures with the same formula, charge and spin = 5.9 kcal/mol
Charge = +2

=====

| no. | E (eV) | maximum force (eV Å⁻¹) |
| --- | --- | --- |
| 1 | -63492.434 | 5.14 |
| 2 | -29579.989 | 1.76 |
| 3 | -134968.108 | 3.10 |